Density functional theory data (wB97M-V/def2-TZVPD) for a structure of composition C18H11BrCl3N4O2PtSe2 at a distorted geometry.

Element x y z (Å)
Pt1 -0.04654 0.19012 -0.50828
Se1 2.00932 2.62165 0.74976
Se2 2.54211 1.33777 -1.12710
C1 3.32454 -0.15925 -0.15578
C2 4.63490 -0.53898 -0.39216
C3 5.14927 -1.57682 0.37518
C4 4.36287 -2.13126 1.36902
C5 3.06497 -1.66430 1.53078
N1 2.54875 -0.72014 0.75251
C6 0.23212 3.07675 0.20963
C7 -0.27569 4.31327 0.58219
C8 -1.48153 4.72727 0.05026
C9 -2.14001 3.90732 -0.85953
C10 -1.59879 2.67549 -1.14718
N2 -0.44937 2.25402 -0.59977
H1 5.22661 -0.03719 -1.14543
H2 6.15592 -1.93556 0.20763
H3 4.74214 -2.91436 2.01139
H4 2.41365 -2.05395 2.30395
H5 0.28758 4.92932 1.26924
H6 -1.89356 5.69472 0.30411
H7 -3.05464 4.22007 -1.34146
H8 -2.07350 2.00216 -1.84893
Br1 -2.73718 -0.79398 -2.57863
C11 -3.26902 -0.46650 -0.78692
C12 -4.59400 -0.52918 -0.40853
C13 -4.89482 -0.27803 0.92424
C14 -3.87886 0.03348 1.81104
C15 -2.58236 0.10966 1.33179
N3 -2.29110 -0.15069 0.05587
C16 -1.43542 0.54626 2.24641
O1 -1.70185 0.78901 3.41048
O2 -0.29219 0.64191 1.68072
H9 -5.36669 -0.75516 -1.12830
H10 -5.92271 -0.32115 1.25964
H11 -4.05756 0.24112 2.85603
Cl1 0.56524 -5.32841 -1.45909
C17 -0.31257 -4.26819 -0.35050
Cl2 0.20383 -4.55218 1.32228
Cl3 -2.05997 -4.51371 -0.49965
C18 -0.02417 -2.87946 -0.67562
N4 0.19964 -1.78615 -0.91952

Force components x, y, z for each atom (eV/Å):
0.3 1.8 -2.4
0.0 0.2 0.3
-1.0 -1.0 0.0
0.1 -0.2 0.4
0.0 0.2 -0.2
0.0 0.0 0.0
0.0 -0.1 0.0
0.0 0.0 -0.1
-0.1 0.2 0.1
0.1 0.0 -0.1
0.1 -0.1 0.0
-0.1 -0.1 0.0
0.1 0.1 0.0
-0.1 0.0 -0.2
0.0 -1.0 0.9
0.1 0.0 0.0
0.0 0.1 0.0
0.0 0.0 0.0
0.0 0.0 0.0
0.0 0.1 -0.1
0.0 0.0 0.1
0.0 0.0 0.0
0.0 -0.1 0.1
-0.2 0.0 0.1
0.3 0.0 -0.1
-0.1 0.0 -0.1
0.0 0.0 0.1
-0.1 0.0 -0.1
0.1 0.0 0.1
0.4 0.0 -0.4
0.9 0.2 0.0
-0.3 -0.1 0.0
-0.5 -0.2 0.8
0.0 0.0 0.0
0.0 0.0 0.0
0.1 0.0 0.0
0.0 0.2 0.0
-0.1 -0.6 0.1
0.0 0.1 -0.1
0.1 0.1 0.0
0.3 0.0 -0.4
-0.4 0.4 1.4

Calculated values
Net charge ... +1
Energy relative to the best compared isomer or geometry (same formula, charge and spin) ... 40.2 kcal/mol
E ... -270441.084 eV

Mulliken population analysis, charges in e, atoms 1 to 4: 0.993, 0.136, -0.141, 0.469

Density functional theory data (wB97M-V/def2-TZVPD) for a structure of composition C18H11Cl4N3O5SSm at a distorted geometry.

Element x y z (Å)
Sm1 -0.11461 -0.18140 0.17174
Cl1 -3.42436 -0.65308 6.63663
C1 -2.39100 -0.33636 5.30519
C2 -2.82990 -0.58518 4.01185
C3 -1.95150 -0.37266 2.96367
Cl2 -2.45781 -0.70224 1.31272
C4 -0.62531 0.06412 3.13547
O1 0.21449 0.22136 2.14191
C5 -0.25810 0.36382 4.46855
Cl3 1.32047 0.99155 4.70989
C6 -1.10996 0.15454 5.53358
H1 -3.82391 -0.95209 3.81934
H2 -0.77248 0.36020 6.53708
O2 1.71656 -3.43573 -0.54271
Cl4 1.01602 -2.28138 -0.28839
O3 0.21076 -2.33432 0.89465
O4 0.08237 -1.93496 -1.34160
O5 1.85165 -1.11227 -0.16807
N1 -1.60258 4.19316 -0.51186
C7 -1.37580 5.01493 0.60827
C8 -1.83503 6.31864 0.58698
C9 -1.62013 7.15288 1.67830
C10 -0.95379 6.67939 2.79112
C11 -0.49294 5.36475 2.81903
C12 -0.70119 4.54345 1.72934
S1 -0.09713 2.84952 1.78279
N2 -0.55704 2.23418 0.27634
C13 -1.21250 2.90320 -0.62981
C14 -1.53989 2.17800 -1.87589
C15 -2.16544 2.78488 -2.96775
C16 -2.41322 2.05164 -4.11520
C17 -2.03593 0.71722 -4.13996
C18 -1.44114 0.17066 -3.01397
N3 -1.18831 0.86691 -1.90027
H3 -2.10352 4.63520 -1.26878
H4 -2.35692 6.67898 -0.28750
H5 -1.98000 8.16939 1.63844
H6 -0.78526 7.32698 3.63678
H7 0.02997 4.97387 3.67828
H8 -2.46197 3.82126 -2.95024
H9 -2.89042 2.51595 -4.96495
H10 -2.19598 0.10791 -5.01264
H11 -1.15032 -0.87450 -3.00148

Force components x, y, z for each atom (eV/Å):
-2.6 6.3 -1.3
-0.2 0.0 0.2
0.3 0.1 -0.5
0.1 0.0 0.0
0.8 0.2 0.7
-1.2 -0.2 0.4
-0.6 0.0 1.4
0.0 -0.1 1.2
-0.2 -0.2 -0.6
0.2 0.1 0.2
-0.1 -0.1 -0.1
-0.1 -0.1 0.0
0.0 0.0 0.1
0.8 -1.1 -0.2
1.3 -4.2 -1.3
-0.1 -1.3 1.4
-0.5 -0.6 -1.4
2.4 0.3 0.1
-0.1 -0.4 -0.5
0.2 0.4 0.6
0.1 -0.2 0.1
0.0 0.0 -0.1
0.0 -0.1 0.0
-0.1 0.0 -0.2
0.1 -0.6 -0.4
-0.1 1.2 0.6
-0.6 0.5 -0.8
0.5 0.1 1.0
-0.3 -0.5 -0.8
0.3 -0.1 0.5
0.2 -0.5 0.1
-0.1 0.3 0.0
0.1 0.0 0.1
-0.4 0.6 -0.4
0.1 -0.2 0.1
-0.1 0.1 -0.1
0.0 0.1 0.1
0.0 0.0 0.1
0.1 0.0 0.2
0.0 0.1 0.0
0.0 0.0 -0.1
0.0 -0.1 -0.1
0.0 0.1 0.0

Calculated values
Net charge ... +1
Energy relative to the best compared isomer or geometry (same formula, charge and spin) ... 6.7 kcal/mol
2S+1 ... 6
E ... -112369.772 eV

Mulliken population analysis, charges in e, atoms 1 to 4: 0.825, -0.194, 0.438, -0.989

Density functional theory data (wB97M-V/def2-TZVPD) for a structure of composition C18H12BBr2Cl49NO4S at a distorted geometry.

Element x y z (Å)
N1 2.88321 0.18187 0.45641
C1 1.71750 1.16532 0.39412
Br1 1.81250 2.20190 2.10585
C2 2.03259 1.94730 -1.03821
O1 0.91352 1.51056 -1.92719
B1 -0.18311 1.08927 -0.98532
Br2 -1.15452 2.64362 -0.17139
C3 -1.00766 -0.06722 -1.81408
C4 -2.63826 0.23480 -1.94631
C5 -3.34844 -0.16082 -0.51730
C6 -4.96259 0.15159 -0.44634
S1 -5.40959 1.96594 -0.31801
O2 -6.76772 2.13474 -1.10456
O3 -4.41174 2.93992 -0.98849
Cl1 -5.65918 2.59039 1.66279
O4 0.42259 0.44399 0.23298
H1 2.75900 -0.52419 1.21915
H2 3.75443 0.72357 0.66426
H3 3.08859 1.70270 -1.53287
H4 2.08419 3.07082 -0.71480
H5 -0.53793 -0.23461 -2.89038
H6 -0.93648 -1.07858 -1.18785
H7 -2.82135 1.33704 -2.29696
H8 -3.06447 -0.46263 -2.80115
H9 -2.77025 0.26454 0.43657
H10 -3.24426 -1.34585 -0.41905
H11 -5.56856 -0.33420 -1.32176
H12 -5.34555 -0.35703 0.56326
C7 -1.86766 2.75010 -5.29355
Cl2 -3.03081 2.05614 -6.45118
Cl3 -2.70795 3.14705 -3.77328
Cl4 -0.57673 1.56635 -4.96705
Cl5 -1.15545 4.23074 -5.98267
C8 -3.06771 3.41365 4.87008
Cl6 -3.67386 4.69092 3.78575
Cl7 -2.41014 4.15467 6.35108
Cl8 -4.40333 2.31495 5.29827
Cl9 -1.78357 2.49436 4.04526
C9 4.43224 5.72686 -1.00355
Cl10 4.51233 5.22483 -2.71122
Cl11 6.03615 6.29624 -0.47616
Cl12 3.24650 7.04491 -0.82706
Cl13 3.93418 4.34151 0.00003
C10 6.23224 -1.98247 1.52896
Cl14 6.57992 -0.35822 0.88436
Cl15 7.63666 -2.56604 2.45734
Cl16 4.80627 -1.90582 2.59437
Cl17 5.90631 -3.09961 0.17980
C11 -0.36767 -1.93865 2.79770
Cl18 -0.99930 -2.83642 4.20114
Cl19 -1.38524 -2.27098 1.37328
Cl20 -0.39143 -0.19236 3.15020
Cl21 1.30504 -2.45500 2.46624
C12 -8.76776 5.24999 1.00908
Cl22 -8.68767 4.74796 -0.69859
Cl23 -7.16385 5.81936 1.53647
Cl24 -9.95350 6.56804 1.18556
Cl25 -9.26582 3.86463 2.01266
C13 2.74648 6.45038 -6.44918
Cl26 4.05677 7.52788 -6.99391
Cl27 2.45823 6.69900 -4.70850
Cl28 1.25817 6.81968 -7.35634
Cl29 3.21287 4.75521 -6.73785
C14 7.84656 -6.95430 1.74131
Cl30 7.21492 -7.85207 3.14475
Cl31 6.82899 -7.28664 0.31689
Cl32 7.82279 -5.20801 2.09381
Cl33 9.51927 -7.47065 1.40985
C15 12.64655 -10.03378 2.77810
Cl34 11.06733 -9.75738 3.55545
Cl35 12.64130 -9.31111 1.14942
Cl36 13.93044 -9.28116 3.75768
Cl37 12.94690 -11.78529 2.64979
C16 -6.85344 3.62244 -5.07945
Cl38 -8.01659 2.92848 -6.23708
Cl39 -7.69372 4.01939 -3.55918
Cl40 -5.56250 2.43870 -4.75295
Cl41 -6.14123 5.10309 -5.76857
C17 -2.65347 -5.28530 7.39368
Cl42 -4.12163 -5.66813 6.45958
Cl43 -1.75906 -3.97449 6.58331
Cl44 -3.11254 -4.76492 9.03466
Cl45 -1.62078 -6.73352 7.49692
C18 -2.65345 -5.76596 -0.95578
Cl46 -3.49572 -6.20825 0.55072
Cl47 -3.02078 -6.96991 -2.21690
Cl48 -3.20140 -4.15777 -1.49231
Cl49 -0.89612 -5.72809 -0.66457

Force components x, y, z for each atom (eV/Å):
-0.9 0.4 1.0
0.6 -3.6 -2.6
-0.2 0.5 -0.4
-0.9 0.8 0.5
1.8 1.1 3.0
1.2 -1.9 -1.3
-0.8 1.1 0.0
-2.0 -1.0 -0.2
0.5 -0.5 -0.3
0.3 -0.4 -0.3
0.9 -2.1 1.8
-1.8 4.3 -7.2
4.1 -1.4 3.8
-2.6 -3.8 3.1
0.3 -0.9 -0.8
4.0 2.2 0.0
0.0 1.1 -0.8
-1.1 -0.6 -0.2
-2.4 0.1 1.3
-0.9 -1.9 -1.3
-1.0 0.3 2.4
0.0 1.9 -1.5
0.3 -2.4 1.2
0.5 1.2 1.7
-1.4 -0.6 -2.3
-0.5 2.5 -0.2
1.1 1.6 1.5
0.6 1.3 -2.1
0.1 -0.1 0.4
0.6 0.1 -0.1
0.7 0.3 -0.6
-0.4 0.5 -0.1
-0.1 -0.2 0.1
0.2 -0.1 -0.2
0.2 -0.3 0.3
-0.2 -0.1 -0.3
0.2 0.2 -0.1
-0.5 0.5 0.2
-0.1 -0.3 0.1
0.1 0.0 0.6
-0.3 -0.1 -0.1
0.3 -0.3 -0.1
0.5 0.8 -0.1
-0.3 0.1 -0.2
-0.1 -0.4 0.2
-0.2 1.3 0.1
0.4 -0.1 -0.2
0.1 0.4 0.3
-0.1 0.6 -0.2
0.3 0.3 -0.9
0.3 0.0 0.5
0.0 -0.9 -0.1
-0.3 0.0 0.1
0.1 -0.1 -0.2
-0.1 0.2 0.7
-0.4 -0.1 -0.1
0.2 -0.2 0.0
0.1 0.3 -0.2
-0.1 0.0 0.2
-0.3 -0.2 0.1
-0.1 0.0 -0.7
0.3 -0.1 0.2
-0.1 0.4 0.1
0.1 0.1 0.0
0.1 0.1 -0.3
0.2 0.1 0.3
0.0 -1.5 -0.3
-0.4 0.1 0.0
-0.1 0.0 0.1
0.5 -0.1 -0.2
0.0 -0.2 0.4
-0.3 -0.2 -0.2
-0.1 0.4 0.0
0.1 -0.2 0.3
0.2 0.1 0.1
0.3 -0.1 -0.6
-1.2 0.4 0.0
-0.1 -0.3 0.1
0.0 0.1 0.0
0.4 0.1 0.2
-0.4 -0.7 0.9
0.1 -0.1 -0.4
-0.2 0.3 0.0
0.1 0.1 0.0
0.2 0.1 -0.3
0.1 0.3 0.3
0.2 -0.4 0.1
-0.5 0.0 -0.1

Calculated values
Net charge ... -1
Energy relative to the best compared isomer or geometry (same formula, charge and spin) ... 117.1 kcal/mol
E ... -793732.538 eV

Mulliken population analysis, charges in e, atoms 1 to 4: -0.550, 0.436, -0.190, -0.153

Density functional theory data (wB97M-V/def2-TZVPD) for a cluster of 3 separate species, C18H12Br3FO5 in total at a distorted geometry.

Element x y z (Å)
C1 1.91311 -3.39789 -1.65806
C2 1.88120 -4.87642 -1.45072
O1 1.52552 -4.83695 -0.03675
C3 0.81444 -3.71484 0.15415
O2 0.25662 -3.46257 1.15651
O3 0.87604 -2.91601 -0.88454
F1 3.10752 -5.30854 -1.47831
H1 1.68345 -3.16789 -2.69847
H2 2.85603 -2.96188 -1.32806
H3 1.32081 -5.41686 -2.21360
C4 -0.07962 -0.90500 3.23854
C5 0.07301 0.03666 4.23739
C6 -0.31275 1.40000 4.05934
C7 -1.02709 1.91012 2.99348
C8 -1.23686 0.93115 2.00171
C9 -0.72842 -0.43565 2.10632
C10 -1.96714 1.31743 0.82436
O4 -2.19302 0.46498 -0.08486
C11 -2.12925 2.72057 0.52438
C12 -2.66499 3.24716 -0.69376
C13 -2.59004 4.57733 -1.03043
C14 -2.14078 5.45279 -0.10103
C15 -1.79453 5.08346 1.23197
C16 -1.89959 3.74528 1.54151
C17 -1.40902 3.33947 2.84988
O5 -1.18393 4.23864 3.70853
H4 0.37216 -1.86413 3.44438
H5 0.45177 -0.27986 5.19799
H6 0.06288 2.06910 4.81934
H7 -0.76065 -1.11333 1.26602
H8 -2.81568 2.54985 -1.50460
H9 -3.01288 4.90950 -1.96705
H10 -2.08963 6.51102 -0.31064
H11 -1.37887 5.84398 1.87636
C18 3.27565 -3.03058 -5.94104
Br1 4.69199 -3.96901 -5.00314
Br2 1.48029 -3.55944 -5.31176
Br3 3.40559 -3.13566 -7.92505
H12 3.36651 -1.99593 -5.61035

Force components x, y, z for each atom (eV/Å):
0.3 0.6 -2.9
0.3 1.8 1.2
-1.0 -1.3 -1.1
0.4 -0.9 0.5
-1.2 0.6 1.8
-1.0 1.2 0.1
2.4 -1.5 -0.3
0.4 0.3 0.1
0.2 -0.2 -0.1
-0.8 -0.4 0.9
0.1 1.3 0.8
-0.5 -0.5 -0.2
0.5 1.0 1.0
0.5 -2.0 0.3
-0.1 0.1 1.2
0.6 -0.5 -0.1
-0.2 -1.6 -4.6
0.2 1.2 2.4
-2.0 4.0 0.6
2.0 -2.5 0.2
-1.1 -0.3 0.1
0.5 1.5 2.1
-0.6 0.0 -2.4
0.9 -1.6 -1.0
0.9 3.4 2.0
-0.5 -3.6 -1.6
-0.4 -0.4 -0.8
0.3 0.2 0.1
-0.3 0.3 0.2
-0.5 0.1 -0.3
-0.6 -0.3 0.1
0.3 0.0 -0.2
0.1 0.1 -0.3
-0.3 -0.3 0.4
-0.2 0.1 -0.2
-0.5 0.1 -0.4
0.6 0.0 -0.5
0.0 0.0 1.5
0.0 -0.2 -0.5

Calculated values
Net charge ... +1
2S+1 ... 2
E ... -241932.367 eV

Mulliken population analysis, charges in e, atoms 1 to 4: 0.010, 0.314, -0.335, 0.646

Density functional theory data (wB97M-V/def2-TZVPD) for a structure of composition C18H12Cl2O21V at a distorted geometry.

Element x y z (Å)
O1 17.00374 35.17919 8.18081
V1 17.87527 33.93243 7.89684
Cl1 16.98484 34.07103 4.45671
O2 17.72444 33.11607 3.69498
O3 17.00068 33.62615 5.87142
O4 17.59143 35.37646 4.36391
O5 15.62150 34.11990 4.02258
Cl2 19.18437 33.94532 10.64643
O6 19.76797 34.48964 9.40378
O7 18.46534 32.77628 10.11014
O8 20.19146 33.56656 11.56872
O9 18.24217 34.83371 11.23322
C1 15.11750 30.58447 9.01303
C2 13.95621 29.92367 8.99594
C3 12.68982 30.55068 8.45471
O10 11.62765 30.01577 8.66269
C4 12.86420 31.77179 7.67458
C5 14.02605 32.43884 7.69138
C6 15.23848 31.89187 8.41127
O11 16.25450 32.54640 8.44934
O12 14.32375 33.46650 6.90254
O13 13.83659 28.70018 9.47123
H1 16.00512 30.06084 9.34698
H2 12.02803 32.02541 7.03263
H3 13.54288 33.84228 6.47595
H4 12.96338 28.35943 9.19825
C7 22.12800 30.76741 6.53501
C8 21.10059 31.62981 6.94807
C9 19.72148 31.15169 7.12588
O14 18.78298 31.89694 7.43353
C10 19.54040 29.74285 6.92898
C11 20.53962 28.90258 6.54534
C12 21.91009 29.37270 6.24624
O15 22.74396 28.64600 5.69283
O16 20.31395 27.60326 6.40774
O17 21.31130 32.88932 7.26724
H5 23.11790 31.19081 6.37642
H6 18.55788 29.30660 7.06267
H7 21.11546 27.17322 6.05647
H8 22.26992 33.05633 7.28377
C13 21.13588 36.00290 5.66974
C14 21.83342 37.10852 5.38298
C15 21.32621 38.47549 5.73043
O18 21.99473 39.45370 5.58734
C16 19.96819 38.50548 6.27675
C17 19.27500 37.41038 6.60462
C18 19.85969 36.05731 6.36488
O19 19.33077 35.03052 6.70950
O20 18.08320 37.39489 7.16840
O21 23.03886 37.05459 4.83272
H9 21.49119 35.02598 5.37616
H10 19.54817 39.49429 6.43688
H11 17.71748 38.29092 7.17301
H12 23.37024 37.96185 4.70289

Force components x, y, z for each atom (eV/Å):
0.7 -1.3 0.3
-0.8 1.1 -1.1
0.2 0.6 -0.8
0.1 -0.1 0.2
0.3 -0.3 1.2
-0.1 -0.4 0.3
0.2 -0.1 0.4
-0.7 -0.9 -0.5
-0.2 0.8 -0.2
-0.3 0.0 0.1
0.3 0.0 -0.2
0.2 0.4 -0.1
0.6 -0.3 -0.2
-0.3 0.2 -0.1
0.5 0.7 -0.1
-0.2 -0.5 -0.1
-0.4 -0.3 0.2
0.0 -0.4 -1.2
-0.9 -0.1 0.3
1.2 0.4 -0.2
0.1 0.4 0.7
-0.2 -0.4 -0.2
0.1 0.3 0.2
0.0 0.3 0.2
0.0 -0.1 -0.1
0.0 0.2 0.4
-1.4 2.1 0.7
3.0 -1.6 -0.6
-1.3 -0.1 0.1
0.9 -0.2 -0.3
0.0 -1.1 -0.3
-1.1 -0.2 0.4
1.3 0.2 -1.2
-1.4 0.5 1.1
0.1 0.0 -0.1
0.3 0.4 0.0
-0.1 -0.2 0.0
0.0 0.2 0.1
0.0 0.2 0.0
-0.4 0.1 0.0
-0.2 -0.1 -0.2
0.5 -0.1 0.0
-1.8 -1.2 0.7
1.2 0.9 -0.5
0.0 0.7 -0.1
0.3 0.0 0.0
1.1 0.7 -0.7
-1.0 -1.5 1.0
-0.4 0.2 -0.1
0.1 0.1 -0.2
0.0 0.0 0.1
0.1 -0.1 0.1
-0.1 -0.1 0.1
-0.1 0.0 0.1

Calculated values
Net charge ... 0
Energy relative to the best compared isomer or geometry (same formula, charge and spin) ... 0.0 kcal/mol
2S+1 ... 2
E ... -112573.755 eV

Mulliken population analysis, charges in e, atoms 1 to 4: -0.200, 1.516, 1.781, -0.671

> The lowest net charge belongs to which entry?

C18H12BBr2Cl49NO4S